1.
Computed, not measured: a molecular structure, C19H37ClGdSi4 in a non-equilibrium geometry, with the ωB97M-V functional and the def2-TZVPD basis.

Last column: Löwdin spin population.
Atoms and positions in Å:
C  1.7468  -2.2738  -1.8076  -0.02
C  1.7533  -2.0631  -3.2290  0.01
C  0.4178  -2.3145  -3.6952  0.01
H  2.5851  -1.8548  -3.9179  0.00
C  -0.4240  -2.6304  -2.5754  -0.02
C  0.4124  -2.6205  -1.4199  -0.02
H  0.1429  -3.0608  -0.4591  0.00
H  2.6029  -2.2556  -1.1046  0.00
H  0.1862  -2.3871  -4.7521  0.00
H  -1.4613  -3.0082  -2.5616  0.00
Gd  0.4898  -0.1032  -2.5455  6.76
Cl  2.0667  1.7579  -1.8909  0.00
C  0.7785  1.5357  -4.8038  0.00
C  -0.4571  0.8658  -5.1230  0.00
C  -0.1250  -0.3036  -5.8616  0.00
H  -1.4566  1.2694  -4.9695  0.00
C  1.2857  -0.4027  -5.9440  0.01
C  1.8551  0.7167  -5.2875  -0.01
H  2.9167  0.9684  -5.2410  0.00
H  0.8699  2.5490  -4.4159  0.00
H  -0.8411  -0.9965  -6.3068  0.00
H  1.8409  -1.1860  -6.4702  0.00
C  -3.4583  0.6382  0.7329  0.00
Si  -2.2137  -0.5044  1.5391  0.02
C  -2.5554  -0.4900  3.3994  0.01
C  -2.4829  -2.2855  0.9821  0.00
Si  -0.0654  0.1920  0.8477  0.16
Si  -0.1085  2.3709  1.5269  0.03
C  -1.1536  2.7947  3.0285  0.01
C  1.6284  3.0060  1.8351  0.00
C  -0.7987  3.2180  0.0004  0.00
Si  1.1890  -0.6831  2.5832  0.03
C  1.0008  0.0805  4.3014  0.01
C  0.8600  -2.5300  2.7237  0.00
C  2.9938  -0.4049  2.1076  0.00
H  -4.4776  0.2932  0.9535  0.00
H  -3.3230  0.6187  -0.3537  0.00
H  -3.3512  1.6743  1.0729  0.00
H  -3.5458  -0.9383  3.5818  0.00
H  -1.8206  -1.0973  3.9405  0.00
H  -2.5623  0.5203  3.8289  0.00
H  -2.4190  -2.3415  -0.1107  0.00
H  -1.7332  -2.9670  1.4011  0.00
H  -3.4813  -2.6351  1.2882  0.00
H  -0.7940  2.2978  3.9398  0.00
H  -1.0313  3.8845  3.1500  0.00
H  -2.2245  2.5726  2.9165  0.00
H  2.1676  3.1824  0.8986  0.00
H  1.5623  3.9591  2.3832  0.00
H  2.2121  2.3119  2.4414  0.00
H  -0.0613  3.1167  -0.8118  0.00
H  -1.7679  2.8233  -0.3370  0.00
H  -0.8974  4.2804  0.2825  0.00
H  0.0114  -0.0781  4.7524  0.00
H  1.7496  -0.4068  4.9489  0.00
H  1.2054  1.1593  4.2970  0.00
H  1.1904  -3.0391  1.8062  0.00
H  1.4571  -2.9069  3.5712  0.00
H  -0.1896  -2.7998  2.9104  0.00
H  3.2010  -0.9183  1.1598  0.00
H  3.2385  0.6550  1.9826  0.00
H  3.6633  -0.8255  2.8800  0.00

spin multiplicity	8
charge	-1
calculated total energy	-3130.123106	a.u.
energy above the lowest of the compared OMol25 structures with the same formula, charge and spin	0.0	kcal/mol

2.
Computed, not measured: 5 unconnected molecules or ions with the total composition C19H37I3N4O7 in a non-equilibrium geometry, with the ωB97M-V functional and the def2-TZVPD basis.

Last column: Mulliken charge in e.
Atoms and positions in Å:
C  5.6875  -1.3685  0.0437  -1.45
C  4.8463  -0.0704  -0.3137  -0.15
I  4.5880  -0.0929  -2.4650  0.06
C  3.5076  0.0252  0.5067  -0.58
I  2.6313  -1.9225  0.9827  0.04
C  2.4279  0.9896  -0.0876  -0.47
O  1.5836  0.4027  -1.0988  -0.04
C  0.2823  0.8914  -1.0397  0.33
O  -0.0281  1.9536  -1.5255  -0.66
C  -0.7946  -0.0219  -0.3468  0.36
C  -0.5993  -1.5581  -0.6030  -0.10
O  -0.9606  -2.3168  0.2656  -0.52
I  0.2486  -2.3922  -2.4034  0.09
H  6.7079  -1.1839  -0.3915  0.41
H  5.2883  -2.2740  -0.4803  0.42
H  5.7589  -1.5347  1.1436  0.37
H  5.5075  0.7959  -0.0568  0.40
H  3.7832  0.4515  1.5088  0.51
H  1.7549  1.2787  0.7708  0.23
H  2.9204  1.9431  -0.4147  0.24
H  -0.7580  0.1395  0.7639  0.09
H  -1.7770  0.3237  -0.7554  0.37
C  4.1228  -3.3464  -7.1717  -0.83
N  3.0557  -3.4065  -6.1937  -0.16
C  1.8014  -2.8901  -6.2816  0.77
C  1.4298  -2.1520  -7.5412  -1.30
O  1.0145  -3.0305  -5.3561  -0.60
H  4.4089  -4.3650  -7.4415  0.29
H  4.9829  -2.8465  -6.7217  0.26
H  3.8230  -2.8089  -8.0668  0.32
H  3.2318  -3.8855  -5.3226  0.22
H  0.4028  -1.8019  -7.4589  0.28
H  2.0810  -1.2869  -7.6785  0.38
H  1.5017  -2.8163  -8.4043  0.38
C  -3.0528  4.0764  3.0980  -0.76
N  -1.8653  3.2487  3.0535  -0.17
C  -1.1150  2.9209  1.9713  0.69
C  -1.5332  3.4641  0.6314  -0.98
O  -0.1289  2.1996  2.1035  -0.66
H  -2.8651  4.9195  3.7676  0.28
H  -3.8755  3.4814  3.4990  0.30
H  -3.3253  4.4482  2.1155  0.20
H  -1.5256  2.8488  3.9159  0.26
H  -0.8323  3.1094  -0.1236  0.08
H  -2.5340  3.1094  0.3754  0.30
H  -1.5141  4.5558  0.6422  0.47
C  -8.1020  5.4886  1.6138  -0.90
N  -6.9110  4.6630  1.5948  -0.15
C  -6.1375  4.3230  0.5291  0.83
C  -6.5339  4.8509  -0.8253  -1.35
O  -5.1557  3.6103  0.6863  -0.62
H  -7.9288  6.3387  2.2764  0.29
H  -8.9315  4.8982  2.0077  0.29
H  -8.3591  5.8523  0.6231  0.34
H  -6.5854  4.2734  2.4671  0.22
H  -5.8233  4.4946  -1.5683  0.29
H  -7.5280  4.4906  -1.0955  0.38
H  -6.5179  5.9422  -0.8255  0.37
C  1.1859  -6.4027  5.0176  -0.80
N  2.4937  -5.9939  4.5469  -0.17
C  2.9862  -4.7315  4.4134  0.77
C  2.0873  -3.5831  4.7936  -1.24
O  4.1217  -4.5577  3.9970  -0.64
H  1.3123  -7.0426  5.8934  0.27
H  0.6932  -6.9766  4.2302  0.27
H  0.5658  -5.5509  5.2820  0.32
H  3.1497  -6.7106  4.2742  0.22
H  2.6169  -2.6464  4.6324  0.23
H  1.1897  -3.5842  4.1723  0.36
H  1.8155  -3.6502  5.8489  0.41

calculated total energy	-2384.977711	a.u.
SMILES	C[C@@H](I)[C@H](I)COC(=O)CC(=O)I.CNC(C)=O.CNC(C)=O.CNC(C)=O.CNC(C)=O

3.
Computed, not measured: a molecular structure, C19H37N3O5PPtSi, with the ωB97M-V functional and the def2-TZVPD basis.

Last column: Mulliken charge in e.
Atoms and positions in Å:
Pt  -0.8513  -0.3120  0.0380  0.84
O  -1.0533  1.5442  0.9312  -0.72
C  -0.1939  2.4334  1.0447  0.23
C  1.1593  2.3980  0.4095  0.27
C  1.2634  3.6546  -0.4947  -1.01
C  -0.0677  4.1373  -1.1149  0.31
C  -0.9437  5.0568  -0.2430  -0.94
C  -1.5858  4.3750  0.9671  -0.66
N  -0.5387  3.5938  1.6612  -0.09
H  1.2546  1.4714  -0.1567  -0.56
H  1.9381  2.4095  1.1761  0.48
H  1.9681  3.4259  -1.2936  0.51
H  1.7086  4.4760  0.0731  0.44
H  -0.6522  3.2735  -1.4450  -0.44
H  0.1739  4.6885  -2.0247  0.44
H  -1.7307  5.4946  -0.8604  0.40
H  -0.3314  5.8936  0.1097  0.32
H  -2.3798  3.6874  0.6814  0.28
H  -2.0036  5.1023  1.6601  0.40
H  0.2709  4.1782  1.8288  0.39
C  2.1120  -1.9628  1.7921  -0.45
O  1.0967  -1.5014  2.6966  -0.46
P  -0.3670  -1.2529  2.1068  0.36
O  -1.0585  -2.7021  2.0798  -0.18
C  -1.0539  -3.5414  3.2518  -0.72
O  -0.9443  -0.5286  3.3981  -0.39
C  -2.3124  -0.0858  3.4306  -0.57
H  3.0315  -2.0259  2.3651  0.36
H  2.2425  -1.2598  0.9676  0.13
H  1.8625  -2.9494  1.3970  0.25
H  -1.5739  -4.4550  2.9804  0.26
H  -1.5715  -3.0504  4.0743  0.27
H  -0.0325  -3.7690  3.5525  0.29
H  -2.4604  0.3635  4.4076  0.28
H  -2.9905  -0.9321  3.3127  0.29
H  -2.4955  0.6503  2.6507  0.15
C  -0.5966  -1.1412  -4.1767  -0.87
Si  -0.7589  0.5732  -3.4156  0.03
C  -1.8547  1.5931  -4.5478  -1.17
C  0.9530  1.3542  -3.3526  -1.01
C  -1.5672  0.5419  -1.7266  -1.08
H  -0.4878  -1.0435  -5.2594  0.43
H  -1.4813  -1.7564  -3.9934  0.27
H  0.2819  -1.6768  -3.8161  0.17
H  -1.4420  1.6482  -5.5576  0.32
H  -1.9663  2.6154  -4.1785  0.34
H  -2.8541  1.1582  -4.6202  0.33
H  1.5099  1.1272  -4.2644  0.57
H  1.5427  0.9800  -2.5110  0.25
H  0.8921  2.4417  -3.2732  0.26
H  -2.5500  0.0608  -1.8471  0.63
H  -1.7812  1.5778  -1.4426  0.31
N  2.3525  -5.0393  -3.1811  -0.33
C  2.1283  -3.9283  -2.4475  0.31
O  3.0066  -3.1473  -2.1411  -0.61
C  0.7116  -3.6783  -1.9907  0.33
C  -0.3698  -4.5316  -2.1533  -0.48
C  -1.6071  -4.1478  -1.6624  -1.13
C  -1.7333  -2.9308  -1.0248  -0.18
N  -0.6909  -2.1025  -0.8775  0.31
C  0.5019  -2.4683  -1.3531  -0.11
H  3.2904  -5.1971  -3.5106  0.25
H  1.6227  -5.6402  -3.5137  0.14
H  -0.2711  -5.4919  -2.6420  0.37
H  -2.4730  -4.7858  -1.7630  0.50
H  -2.6704  -2.5982  -0.6038  0.50
H  1.3305  -1.7889  -1.2159  0.57

charge	+1
calculated total energy	-2036.754680	a.u.
energy above the lowest of the compared OMol25 structures with the same formula, charge and spin	9.4	kcal/mol

4.
Computed, not measured: a molecular structure, C19H38AlGeOP2SSe in a non-equilibrium geometry, with the ωB97M-V functional and the def2-TZVPD basis.

Last column: Mulliken charge in e.
Atoms and positions in Å:
Al  -0.2417  -0.7487  -0.2381  0.58
C  -2.3754  -3.1600  -2.0170  -1.25
P  -1.0410  -3.0391  -0.7781  0.89
C  -1.6893  -3.9976  0.6415  -1.26
C  0.3477  -4.0261  -1.3924  0.52
C  0.0959  -5.2607  -1.9843  -0.88
C  1.1454  -6.0723  -2.3750  -0.84
C  2.4528  -5.6405  -2.2039  -0.89
C  2.7119  -4.4007  -1.6402  -0.60
C  1.6670  -3.5849  -1.2118  0.41
P  2.0050  -2.0480  -0.2718  0.86
C  3.5409  -1.3472  -0.9805  -1.30
C  2.5697  -2.7507  1.3226  -1.25
H  -2.7031  -4.1948  -2.1322  0.46
H  -2.0277  -2.7858  -2.9791  0.45
H  -3.2300  -2.5692  -1.6868  0.37
H  -1.9911  -4.9851  0.2869  0.44
H  -2.5535  -3.4924  1.0708  0.42
H  -0.9256  -4.1188  1.4084  0.38
H  -0.9221  -5.5954  -2.1252  0.32
H  0.9383  -7.0395  -2.8050  0.45
H  3.2735  -6.2764  -2.4974  0.44
H  3.7378  -4.0828  -1.5310  0.34
H  4.3678  -2.0425  -0.8321  0.48
H  3.7997  -0.4193  -0.4716  0.37
H  3.4202  -1.1605  -2.0460  0.46
H  3.3032  -3.5309  1.1078  0.47
H  1.7317  -3.1929  1.8589  0.37
H  3.0331  -1.9900  1.9491  0.43
C  3.1155  4.8294  2.3824  -1.12
Ge  1.3512  4.2822  1.6949  0.66
C  0.7584  5.3096  0.1077  -1.17
C  -0.1269  4.0617  2.9995  -0.85
C  1.6549  2.2892  1.0215  -1.33
Se  0.4475  1.7257  -0.3811  0.45
C  1.5683  2.0859  -1.9228  -1.01
H  3.0354  5.8279  2.7997  0.40
H  3.8427  4.8609  1.5770  0.37
H  3.4715  4.1645  3.1621  0.38
H  0.3352  6.2535  0.4463  0.41
H  -0.0040  4.7931  -0.4776  0.32
H  1.6066  5.5455  -0.5311  0.35
H  -0.6663  5.0024  3.0709  0.39
H  0.2568  3.8228  3.9863  0.39
H  -0.8327  3.2884  2.7034  0.01
H  1.4835  1.6548  1.8889  0.54
H  2.6741  2.1452  0.6691  0.51
H  1.8467  3.1365  -1.8588  0.35
H  0.9863  1.9087  -2.8240  0.41
H  2.4618  1.4652  -1.9174  0.28
O  -1.8499  -0.1243  0.0252  -0.08
S  -3.4520  0.2077  0.0360  0.12
C  -3.7639  1.0648  1.6131  -0.28
C  -4.6455  2.2407  1.2149  -0.75
C  -3.9811  2.8866  0.0070  -0.41
C  -3.6235  1.7438  -0.9416  -0.49
H  -2.8020  1.3730  2.0277  0.03
H  -4.2625  0.3910  2.3084  0.46
H  -4.7570  2.9391  2.0422  0.39
H  -5.6465  1.8946  0.9479  0.34
H  -3.0967  3.4502  0.3062  0.12
H  -4.6654  3.5800  -0.4798  0.39
H  -2.7155  1.9061  -1.5211  0.30
H  -4.4459  1.5460  -1.6296  0.47

charge	+3
calculated total energy	-6622.791223	a.u.
energy above the lowest of the compared OMol25 structures with the same formula, charge and spin	17.8	kcal/mol

Which of these has the highest calculated total energy?
C19H37N3O5PPtSi